[1]
ORCA calculation (wB97M-V/def2-TZVPD) on 2 unconnected molecules or ions with the total composition C6H11N3O3.

The HOMO energy is -7.36 eV. The calculation puts the frontier orbital gap at 8.0 eV. Its relative energy (zero: lowest compared OMol25 entry of this formula, charge and spin) is 156.4 kcal/mol. As for the SMILES: CCN1C=[N+]([O-])O[C@]1(C)O.C#N. The value obtained for the molar mass is 173.2 g mol⁻¹. Its largest force on an atom is 4.6 eV Å⁻¹.

Element x y z (Å)
C  -0.94  1.59  0.94
C  -0.93  0.95  -0.49
N  -0.93  -0.48  -0.66
C  -1.97  -1.13  -0.20
N  -1.66  -2.30  0.30
O  -2.22  -3.32  0.64
O  -0.22  -2.39  0.35
C  0.19  -1.34  -0.61
C  0.78  -2.03  -1.83
O  1.13  -0.46  0.07
H  0.01  1.63  1.49
H  -1.60  2.51  0.93
H  -1.61  0.87  1.57
H  -1.79  1.19  -1.06
H  -0.12  1.32  -1.12
H  -3.02  -0.89  -0.32
H  0.32  -3.00  -2.08
H  1.85  -2.27  -1.46
H  0.72  -1.38  -2.78
H  1.78  -1.01  0.41
C  2.38  2.13  -1.67
N  2.07  1.03  -1.74
H  2.68  3.21  -1.52

=====

[2]
ORCA calculation (wB97M-V/def2-TZVPD) on 2 unconnected molecules or ions with the total composition C6H11N4.

The HOMO energy is -13.50 eV. As for the charge: +1. The calculation puts the frontier orbital gap at 9.6 eV. Its relative energy (zero: lowest compared OMol25 entry of this formula, charge and spin) is 55.6 kcal/mol. The value obtained for the molar mass is 139.2 g mol⁻¹. Its largest force on an atom is 5.0 eV Å⁻¹.

Element x y z (Å)
C  -1.12  -2.24  0.05
C  -1.04  -0.10  0.24
C  0.71  1.44  0.63
C  -0.59  1.25  0.30
C  -1.50  2.28  -0.40
C  3.00  -0.80  -0.64
N  -0.27  -1.22  0.37
N  -2.34  -1.80  -0.09
N  -2.26  -0.47  -0.06
N  2.39  -1.26  0.37
H  -0.72  -3.27  0.01
H  1.28  0.65  1.00
H  1.04  2.48  0.72
H  -2.09  1.88  -1.32
H  -0.94  3.08  -0.67
H  -2.32  2.64  0.34
H  3.85  -1.12  -1.10
H  -3.17  -0.06  -0.05
H  0.80  -1.39  0.38
H  2.71  -1.94  1.02
H  2.58  -0.03  -1.11

=====

[3]
ORCA calculation (wB97M-V/def2-TZVPD) on a gas-phase ion, C6H11N4O2 (charge +1).

The HOMO energy is -13.25 eV. As for the charge: +1. The calculation puts the frontier orbital gap at 9.9 eV. Its relative energy (zero: lowest compared OMol25 entry of this formula, charge and spin) is 0.0 kcal/mol. As for the SMILES: C[C@]1(C(N)=O)NC=[NH+][C@@H]1C(N)=O. The value obtained for the molar mass is 171.2 g mol⁻¹. Its largest force on an atom is 4.2 eV Å⁻¹.

Element x y z (Å)
C  -0.01  -0.94  -1.35
C  -0.49  0.05  -0.31
C  -2.00  -0.04  0.33
N  -2.28  -1.37  0.42
O  -2.48  0.97  0.77
N  -0.51  1.30  -1.04
C  -0.08  2.29  -0.33
N  0.27  1.78  0.84
C  0.48  0.34  0.89
C  1.93  -0.06  0.33
N  2.36  -1.22  0.93
O  2.49  0.43  -0.61
H  0.96  -0.78  -1.83
H  -0.77  -1.12  -2.20
H  -0.06  -1.85  -0.76
H  -2.12  -2.01  -0.37
H  -3.10  -1.48  0.96
H  -0.62  1.18  -2.04
H  -0.13  3.43  -0.50
H  0.59  2.26  1.70
H  0.22  -0.16  1.78
H  2.23  -1.44  1.88
H  3.13  -1.56  0.52

=====

[4]
ORCA calculation (wB97M-V/def2-TZVPD) on C6H11N4OP3 in the gas phase.

The HOMO energy is -7.94 eV. The calculation puts the frontier orbital gap at 8.1 eV. Its relative energy (zero: lowest compared OMol25 entry of this formula, charge and spin) is 38.2 kcal/mol. As for the SMILES: [H]/N=P/n1n(PN)p1OC1=CCCC=C1. The value obtained for the molar mass is 248.1 g mol⁻¹. Its largest force on an atom is 5.4 eV Å⁻¹.

Element x y z (Å)
H  -6.01  -0.53  0.83
N  -5.09  -0.30  0.51
P  -4.58  1.14  0.14
N  -2.94  0.79  0.27
N  -2.29  -0.48  0.37
P  -3.19  -1.96  -0.23
N  -1.90  -3.10  -0.27
P  -1.57  0.68  -0.73
O  -0.41  1.36  0.19
C  0.90  1.06  0.12
C  1.34  -0.09  -0.41
C  2.77  -0.28  -0.72
C  3.74  0.89  -0.26
C  3.09  2.06  0.53
C  1.77  2.08  0.72
H  -3.65  -2.29  1.18
H  -1.20  -2.94  0.43
H  -1.39  -3.15  -1.16
H  0.68  -0.82  -0.74
H  3.28  -1.11  -0.18
H  2.99  -0.52  -1.74
H  4.06  1.18  -1.27
H  4.55  0.62  0.26
H  3.87  2.76  0.88
H  1.18  2.94  1.26

=====

[5]
ORCA calculation (wB97M-V/def2-TZVPD) on C6H11NO in the gas phase.

The HOMO energy is -9.04 eV. The calculation puts the frontier orbital gap at 9.7 eV. Its relative energy (zero: lowest compared OMol25 entry of this formula, charge and spin) is 55.0 kcal/mol. As for the SMILES: [H]/N=C/[C@@H](C)C(=O)CC. The value obtained for the molar mass is 113.2 g mol⁻¹. Its largest force on an atom is 4.4 eV Å⁻¹.

Element x y z (Å)
H  2.41  -2.15  1.39
N  1.58  -1.57  1.28
C  1.64  -0.76  0.33
C  0.51  0.52  0.40
C  0.99  1.94  0.35
C  0.14  -0.03  -0.93
O  0.77  0.15  -1.98
C  -1.32  -0.53  -1.06
C  -2.19  -0.68  0.19
H  2.50  -0.63  -0.35
H  -0.11  0.27  1.26
H  0.20  2.63  0.64
H  1.32  2.27  -0.64
H  1.87  2.05  0.98
H  -1.79  0.17  -1.75
H  -1.24  -1.49  -1.58
H  -2.32  0.27  0.69
H  -3.18  -1.02  -0.11
H  -1.74  -1.39  0.89

=====

[6]
ORCA calculation (wB97M-V/def2-TZVPD) on C6H11NO in the gas phase.

The HOMO energy is -8.79 eV. The calculation puts the frontier orbital gap at 9.7 eV. Its relative energy (zero: lowest compared OMol25 entry of this formula, charge and spin) is 172.5 kcal/mol. As for the SMILES: C[C@@]12CNC[C@H]1OC2. The value obtained for the molar mass is 113.2 g mol⁻¹. Its largest force on an atom is 7.2 eV Å⁻¹.

Element x y z (Å)
C  1.48  -0.54  0.22
C  0.21  0.26  -0.64
C  -0.69  -1.03  -0.82
N  -1.47  -1.00  0.47
C  -1.07  -0.06  1.41
C  -0.68  0.99  0.25
O  0.22  2.18  0.15
C  0.88  1.70  -1.00
H  1.89  -1.28  -0.65
H  2.35  0.29  0.25
H  1.42  -1.29  1.08
H  -1.47  -0.96  -1.55
H  -0.12  -1.85  -1.09
H  -1.75  -2.17  0.77
H  -0.20  -0.18  2.08
H  -1.88  0.37  2.05
H  -1.73  1.31  -0.26
H  0.56  1.96  -2.08
H  2.03  1.32  -0.66

=====

relative energy (zero: lowest compared OMol25 entry of this formula, charge and spin) of number 5 (C6H11NO)? 55.0 kcal/mol